{
  "formula": "C13H48O11",
  "method": "the ωB97M-V functional and the def2-TZVPD basis",
  "charge": 0,
  "multiplicity": 1,
  "e_lumo_ev": 0.43,
  "e_above_lowest_ev": 0.547,
  "orbital_gap_ev": 9.960,
  "elements": ["O", "O", "O", "O", "O", "O", "O", "O", "O", "O", "O", "C", "C", "C", "C", "C", "C", "C", "C", "C", "C", "C", "C", "C", "H", "H", "H", "H", "H", "H", "H", "H", "H", "H", "H", "H", "H", "H", "H", "H", "H", "H", "H", "H", "H", "H", "H", "H", "H", "H", "H", "H", "H", "H", "H", "H", "H", "H", "H", "H", "H", "H", "H", "H", "H", "H", "H", "H", "H", "H", "H", "H"],
  "xyz": [[2.45313, 1.27108, 1.19900], [-3.15516, 4.94979, 0.18398], [-1.77932, 0.36042, 2.70103], [1.60152, -4.33725, 2.48083], [-3.69400, -3.58450, 1.29760], [-1.40768, 0.27359, -0.16979], [-0.82837, 4.50682, -1.53007], [-2.57963, 0.15547, -2.81195], [0.11928, -3.86957, -4.32047], [2.65813, -4.48654, -0.20738], [3.22810, 1.50653, -1.57124], [-0.60622, -0.06256, 3.39788], [2.82564, 1.95343, 3.45156], [-3.52787, 1.14113, -2.55796], [1.91688, -4.23913, -1.43847], [2.75439, 2.41389, 2.03809], [0.34065, -3.72168, 2.55389], [2.79999, 0.33085, -2.29474], [-0.48452, -2.61767, -4.49860], [4.03574, 3.11904, 1.61648], [-3.69659, 3.68129, 0.33351], [-0.13344, -0.29647, -0.31686], [-2.87610, -2.45569, 1.54852], [-0.28292, 3.19467, -1.27452], [-1.60568, 4.65451, -0.95616], [-3.86883, 5.57446, 0.04502], [-4.15186, 0.90735, -1.68155], [-3.07106, 2.12927, -2.39997], [2.01191, 1.27755, 3.71375], [0.57920, -4.09159, -5.13127], [-4.18406, 1.20452, -3.42612], [-0.06225, -0.66263, -1.34889], [-0.30729, 2.96625, -0.19849], [0.20171, -1.91484, -4.98606], [2.64871, 1.48952, 0.25930], [1.85033, 0.55993, -2.78860], [3.96927, 3.44363, 0.57685], [-4.40143, 3.44593, -0.46286], [0.15000, -3.48826, 3.60239], [0.63820, 0.46128, -0.19523], [-1.35933, -2.70572, -5.14929], [0.26164, -2.81406, 1.94081], [2.57454, -3.78476, -2.19017], [1.95189, -4.28026, 1.54594], [-1.41389, 0.74482, 0.68125], [1.06779, -3.61208, -1.22663], [0.06443, -1.14866, 0.34074], [-0.76475, -1.01072, 3.92483], [4.90172, 2.44387, 1.69114], [-0.48167, -4.38356, 2.21824], [-0.74233, 2.38904, -1.87004], [-1.90611, -2.48800, 1.03948], [2.63294, -0.49270, -1.60144], [3.33065, -5.14350, -0.38461], [-2.10889, -0.01490, -1.97841], [1.55900, -5.17417, -1.89240], [-4.20129, 3.58640, 1.30318], [1.93855, 3.15632, 1.95665], [2.73729, 2.82109, 4.12474], [-3.36464, -1.53822, 1.22188], [-2.48878, 0.58034, 3.30410], [-4.35097, -3.34961, 0.64504], [-0.75910, -2.24631, -3.52917], [4.18853, 1.53466, -1.58862], [0.19353, -0.17175, 2.67283], [-0.28698, 0.67652, 4.14693], [-2.87436, 2.97656, 0.30791], [0.77890, 3.18277, -1.57657], [-2.67317, -2.43159, 2.61989], [4.26295, 3.97350, 2.26219], [3.76335, 1.45708, 3.71949], [3.49009, 0.12381, -3.11232]],
  "forces_ev_per_angstrom": [[0.32, 0.70, -0.04], [0.53, 1.08, -0.19], [0.38, 0.04, -0.40], [0.68, 0.15, -1.28], [0.16, -0.27, 0.04], [-0.34, 0.21, 0.48], [0.04, -0.82, 0.22], [0.71, -0.71, 0.13], [0.49, -0.67, 0.25], [-0.81, 0.49, -0.68], [-0.22, -0.31, -0.28], [-0.21, 0.18, 0.63], [-0.03, 0.04, 1.34], [-0.55, 0.60, 0.22], [1.01, -0.91, -0.08], [-0.18, 0.06, -0.94], [-0.54, -0.31, -0.24], [-0.30, 0.80, -0.15], [-0.01, 0.35, -0.90], [0.44, -0.38, -0.11], [-0.57, -0.84, 0.48], [0.54, -0.11, -0.82], [0.06, 0.22, 0.02], [0.38, 0.53, -0.16], [0.42, -0.10, -0.31], [0.03, 0.19, -0.03], [0.09, 0.02, -0.10], [-0.06, -0.09, -0.01], [-0.04, -0.01, -0.16], [0.02, -0.17, -0.06], [0.01, 0.03, 0.00], [-0.02, -0.02, 0.13], [-0.11, -0.14, -0.26], [-0.04, 0.11, 0.21], [-0.02, -0.04, 0.62], [0.03, 0.11, 0.28], [-0.02, 0.20, 0.04], [-0.04, -0.17, -0.08], [0.00, 0.17, -0.06], [0.18, -0.09, 0.18], [-0.18, 0.15, 0.22], [0.17, 0.05, 0.23], [-0.20, 0.23, 0.23], [-0.56, -0.21, 1.27], [-0.33, -0.35, -0.17], [-0.12, 0.26, 0.21], [-0.12, 0.11, 0.17], [0.00, 0.03, -0.21], [-0.27, 0.00, 0.01], [0.30, 0.07, 0.08], [-0.31, 0.31, 0.33], [-0.15, -0.25, -0.12], [0.30, -0.20, -0.16], [0.12, -0.15, -0.03], [-0.24, 0.22, -0.18], [-0.06, 0.17, 0.33], [-0.02, -0.13, -0.09], [0.05, -0.31, -0.09], [0.04, -0.18, -0.19], [0.04, 0.12, 0.23], [0.00, -0.03, 0.28], [-0.07, 0.00, -0.20], [-0.27, 0.25, 0.33], [-0.01, -0.01, 0.07], [0.00, -0.04, -0.12], [-0.09, -0.05, -0.21], [0.07, -0.24, -0.07], [-0.33, 0.32, 0.15], [-0.07, 0.18, 0.00], [-0.23, -0.01, -0.16], [-0.03, -0.05, -0.31], [0.17, -0.38, 0.26]]
}